Molecular formula: C6H6N4O2
Method: DFT, ωB97M-V/def2-TZVPD

Last columns: bonded neighbours and bond lengths (Å).
Positions of all 18 atoms, in Å:
1 C 1.28 1.82 -1.45  C2 1.507, H13 1.016, H14 1.045, H15 1.150
2 C 0.53 0.84 -0.59  C1 1.507, N3 1.423, C9 1.375
3 N 0.28 1.14 0.78  C2 1.423, N4 1.400, H16 0.994
4 N -0.31 -0.01 1.33  N3 1.400, C5 1.362, C8 1.366
5 C -0.71 -0.59 2.49  N4 1.362, C6 1.355, H17 1.037
6 C -1.30 -1.75 2.10  C5 1.355, N7 1.340, H18 1.118
7 N -1.10 -1.99 0.79  C6 1.340, C8 1.289
8 C -0.45 -0.96 0.36  N4 1.366, N7 1.289, C9 1.471
9 C 0.12 -0.44 -0.89  C2 1.375, C8 1.471, N10 1.343
10 N -0.01 -0.98 -2.12  C9 1.343, O11 1.254, O12 1.227
11 O 0.51 -0.36 -3.07  N10 1.254
12 O -0.62 -2.04 -2.24  N10 1.227
13 H 1.88 1.20 -1.98  C1 1.016
14 H 1.75 2.50 -0.81  C1 1.045
15 H 0.63 2.39 -2.21  C1 1.150
16 H 0.01 1.98 1.22  N3 0.994
17 H -0.62 -0.32 3.49  C5 1.037
18 H -1.85 -2.42 2.80  C6 1.118

Calculated values
SMILES: Cc1[nH]n2ccnc2c1[N+](=O)[O-]
largest force on an atom: 0.099 hartree/bohr
gap between HOMO and LUMO: 8.157 eV
net charge: 0
HOMO level: -8.66 eV
relative energy (zero: lowest compared OMol25 entry of this formula, charge and spin): 544.67 kJ/mol

These are the Mulliken partial charges, in e, on atoms 1 to 6: number 1, C, carries -1.244; number 2, C, carries 0.488; number 3, N, carries -0.508; number 4, N, carries 0.348; number 5, C, carries -0.221; number 6, C, carries -0.306

Molecular formula: C6H6NO2S
Method: DFT, ωB97M-V/def2-TZVPD

Last columns: bonded neighbours and bond lengths (Å).
Positions of all 16 atoms, in Å:
1 C 0.19 1.49 1.14  C2 1.384, C3 1.379, H11 1.157
2 C -0.94 1.62 1.92  C1 1.384, C4 1.374, H12 1.180
3 C 0.46 0.31 0.48  C1 1.379, C5 1.381, H13 1.085
4 C -1.94 0.72 1.66  C2 1.374, N7 1.376, H14 1.206
5 C -0.62 -0.53 0.26  C3 1.381, N7 1.309
6 C 0.30 -1.84 -1.87  S10 1.695, H15 1.078, H16 1.124
7 N -1.78 -0.40 0.87  C4 1.376, C5 1.309
8 O 2.59 -2.03 -2.91  S10 1.492
9 O 1.44 0.23 -3.02  S10 1.459
10 S 1.72 -0.99 -2.29  C6 1.695, O8 1.492, O9 1.459
11 H 1.00 2.32 1.24  C1 1.157
12 H -1.14 2.48 2.70  C2 1.180
13 H 1.41 -0.05 0.10  C3 1.085
14 H -2.96 0.71 2.31  C4 1.206
15 H 0.63 -2.78 -1.47  C6 1.078
16 H -0.34 -1.28 -1.13  C6 1.124

Calculated values
largest force on an atom: 0.070 hartree/bohr
gap between HOMO and LUMO (alpha / beta): 7.001 / 6.176 eV
net charge: -1
HOMO level (alpha / beta): -3.71 / -2.94 eV
relative energy (zero: lowest compared OMol25 entry of this formula, charge and spin): 514.66 kJ/mol

These are the Mulliken partial charges, in e, on atoms 1 to 6: number 1, C, carries -0.446; number 2, C, carries -0.165; number 3, C, carries -0.278; number 4, C, carries -0.151; number 5, C, carries 0.299; number 6, C, carries -1.019

Molecular formula: C6H6NO7S
Method: DFT, ωB97M-V/def2-TZVPD

Last columns: bonded neighbours and bond lengths (Å).
Positions of all 21 atoms, in Å:
1 C -0.35 -0.29 -1.38  C4 1.463, C6 1.354, S15 1.832
2 C -3.54 -2.85 -0.95  O8 1.158, O10 1.151
3 C -0.08 -0.22 1.08  C5 1.590, C6 1.565, O11 1.225
4 C -1.63 -0.86 -0.96  C1 1.463, O9 1.244, O12 1.235
5 C 0.74 -1.35 1.83  C3 1.590, H16 1.144, H17 1.133, H18 1.039
6 C 0.46 0.09 -0.36  C1 1.354, C3 1.565, N7 1.418
7 N 1.76 0.57 -0.65  C6 1.418, H20 0.996, H21 1.047
8 O -2.68 -3.49 -1.40  C2 1.158
9 O -1.74 -1.10 0.25  C4 1.244
10 O -4.54 -2.61 -0.43  C2 1.151
11 O -0.53 0.73 1.72  C3 1.225
12 O -2.54 -1.05 -1.77  C4 1.235
13 O -1.81 0.73 -3.44  S15 1.713, H19 1.053
14 O 0.65 1.23 -3.19  S15 1.463
15 S -0.25 0.08 -3.17  C1 1.832, O13 1.713, O14 1.463
16 H 0.10 -2.02 2.49  C5 1.144
17 H 1.17 -2.14 1.13  C5 1.133
18 H 1.62 -0.93 2.18  C5 1.039
19 H -2.21 0.04 -2.75  O13 1.053
20 H 2.16 1.11 0.09  N7 0.996
21 H 1.86 1.10 -1.55  N7 1.047

Calculated values
largest force on an atom: 0.087 hartree/bohr
gap between HOMO and LUMO: 8.922 eV
net charge: -1
HOMO level: -5.63 eV
relative energy (zero: lowest compared OMol25 entry of this formula, charge and spin): 0.00 kJ/mol

These are the Mulliken partial charges, in e, on atoms 1 to 6: number 1, C, carries -0.284; number 2, C, carries 0.762; number 3, C, carries 1.056; number 4, C, carries 1.135; number 5, C, carries -1.206; number 6, C, carries -0.073

Molecular formula: C6H6O
Method: DFT, ωB97M-V/def2-TZVPD

Last columns: bonded neighbours and bond lengths (Å).
Positions of all 13 atoms, in Å:
1 C 0.36 0.80 -1.40  C2 1.394, C7 1.412, H8 1.088
2 C 0.75 1.22 -0.13  C1 1.394, C3 1.444, H9 1.090
3 C -0.13 0.84 0.95  C2 1.444, C4 1.425, H10 1.086
4 C -0.49 -0.54 0.93  C3 1.425, O5 1.413, C6 1.375
5 O -0.53 -1.30 2.12  C4 1.413, H11 0.967
6 C -0.60 -1.17 -0.29  C4 1.375, C7 1.442, H12 1.085
7 C -0.49 -0.33 -1.46  C1 1.412, C6 1.442, H13 1.090
8 H 0.74 1.17 -2.35  C1 1.088
9 H 1.61 1.89 -0.04  C2 1.090
10 H -0.31 1.48 1.81  C3 1.086
11 H 0.24 -0.97 2.61  O5 0.967
12 H -0.52 -2.25 -0.33  C6 1.085
13 H -0.63 -0.85 -2.41  C7 1.090

Calculated values
largest force on an atom: 0.033 hartree/bohr
gap between HOMO and LUMO (alpha / beta): 4.265 / 6.975 eV
net charge: -1
HOMO level (alpha / beta): 0.00 / -2.84 eV
⟨S²⟩: 0.764
relative energy (zero: lowest compared OMol25 entry of this formula, charge and spin): 44.22 kJ/mol
2S+1: 2

These are the Mulliken partial charges, in e, on atoms 1 to 6: number 1, C, carries -0.030; number 2, C, carries -0.434; number 3, C, carries -0.994; number 4, C, carries 0.168; number 5, O, carries -0.618; number 6, C, carries -0.289

Molecular formula: C6H6O
Method: DFT, ωB97M-V/def2-TZVPD

Last columns: bonded neighbours and bond lengths (Å).
Positions of all 13 atoms, in Å:
1 C -2.36 0.15 -0.03  C2 1.462, O5 1.426, H8 1.073
2 C -1.48 -1.02 0.00  C1 1.462, C3 1.564, H9 1.106
3 C 0.06 -0.75 -0.04  C2 1.564, C4 1.405, C7 1.501
4 C -0.16 0.63 -0.13  C3 1.405, O5 1.357, C6 1.502
5 O -1.40 1.19 -0.11  C1 1.426, C4 1.357
6 C 1.30 0.95 0.04  C4 1.502, C7 1.582, H10 1.081, H11 1.098
7 C 1.55 -0.60 -0.09  C3 1.501, C6 1.582, H12 1.158, H13 0.995
8 H -3.33 0.39 0.38  C1 1.073
9 H -1.72 -2.09 -0.02  C2 1.106
10 H 1.74 1.61 -0.70  C6 1.081
11 H 1.62 1.29 1.04  C6 1.098
12 H 2.15 -0.80 -1.06  C7 1.158
13 H 2.02 -0.95 0.72  C7 0.995

Calculated values
SMILES: c1cc2c(o1)CC2
largest force on an atom: 0.168 hartree/bohr
gap between HOMO and LUMO: 9.480 eV
net charge: 0
HOMO level: -8.42 eV
relative energy (zero: lowest compared OMol25 entry of this formula, charge and spin): 445.81 kJ/mol

These are the Mulliken partial charges, in e, on atoms 1 to 6: number 1, C, carries -0.479; number 2, C, carries -0.273; number 3, C, carries 0.007; number 4, C, carries 0.339; number 5, O, carries -0.418; number 6, C, carries -0.363

Molecular formula: C6H6O
Method: DFT, ωB97M-V/def2-TZVPD

Last columns: bonded neighbours and bond lengths (Å).
Positions of all 13 atoms, in Å:
1 C 0.92 1.69 -1.87  C2 1.302, H8 1.087, H9 1.087
2 C 0.82 0.47 -1.41  C1 1.302, C3 1.315
3 C 0.65 -0.73 -0.90  C2 1.315, C4 1.450, H10 1.088
4 C -0.27 -0.90 0.21  C3 1.450, C5 1.310, C6 1.477
5 C -0.94 -1.63 1.06  C4 1.310, C6 1.482, H11 1.081
6 C -1.06 -0.16 1.22  C4 1.477, C5 1.482, O7 1.408, H12 1.091
7 O -0.45 0.54 2.28  C6 1.408, H13 0.967
8 H 1.66 2.38 -1.47  C1 1.087
9 H 0.26 2.04 -2.66  C1 1.087
10 H 1.18 -1.59 -1.30  C3 1.088
11 H -1.21 -2.61 1.42  C5 1.081
12 H -1.97 0.38 0.96  C6 1.091
13 H 0.41 0.12 2.44  O7 0.967

Calculated values
SMILES: C=C=CC1=C[C@H]1O
largest force on an atom: 0.008 hartree/bohr
gap between HOMO and LUMO: 9.985 eV
net charge: 0
HOMO level: -9.12 eV
relative energy (zero: lowest compared OMol25 entry of this formula, charge and spin): 387.47 kJ/mol

These are the Mulliken partial charges, in e, on atoms 1 to 6: number 1, C, carries -0.639; number 2, C, carries 0.213; number 3, C, carries -0.577; number 4, C, carries 0.278; number 5, C, carries -0.285; number 6, C, carries -0.253

Molecular formula: C6H6O
Method: DFT, ωB97M-V/def2-TZVPD

Last columns: bonded neighbours and bond lengths (Å).
Positions of all 13 atoms, in Å:
1 C -1.44 2.65 -0.37  C2 1.206, H8 1.068
2 C -0.84 1.60 -0.44  C1 1.206, C3 1.427
3 C -0.14 0.37 -0.26  C2 1.427, C4 1.333, C7 1.511
4 C -0.07 -0.74 -0.99  C3 1.333, C5 1.506, H9 1.085
5 C 0.63 -1.81 -0.19  C4 1.506, O6 1.419, H10 1.103, H11 1.098
6 O 1.10 -1.16 0.98  C5 1.419, C7 1.414
7 C 0.58 0.15 1.06  C3 1.511, O6 1.414, H12 1.099, H13 1.101
8 H -1.98 3.57 -0.30  C1 1.068
9 H -0.50 -0.90 -1.97  C4 1.085
10 H -0.09 -2.60 0.09  C5 1.103
11 H 1.47 -2.28 -0.70  C5 1.098
12 H 1.40 0.87 1.20  C7 1.099
13 H -0.12 0.27 1.90  C7 1.101

Calculated values
SMILES: C#CC1=CCOC1
largest force on an atom: 0.008 hartree/bohr
gap between HOMO and LUMO: 9.976 eV
net charge: 0
HOMO level: -9.00 eV
relative energy (zero: lowest compared OMol25 entry of this formula, charge and spin): 261.39 kJ/mol

These are the Mulliken partial charges, in e, on atoms 1 to 6: number 1, C, carries -0.089; number 2, C, carries -0.468; number 3, C, carries 0.454; number 4, C, carries -0.535; number 5, C, carries -0.367; number 6, O, carries -0.370

Molecular formula: C6H6O
Method: DFT, ωB97M-V/def2-TZVPD

Last columns: bonded neighbours and bond lengths (Å).
Positions of all 13 atoms, in Å:
1 C -1.54 -1.82 -0.94  C2 1.223, H8 1.060
2 C -0.91 -0.98 -0.31  C1 1.223, C3 1.429
3 C -0.11 0.17 -0.06  C2 1.429, C4 1.473, C6 1.530, H9 1.225
4 C -0.78 1.42 0.34  C3 1.473, C5 1.210
5 C -1.26 2.48 0.68  C4 1.210, H10 1.075
6 C 1.36 0.09 0.33  C3 1.530, O7 1.406, H11 1.097, H12 1.097
7 O 1.94 -1.00 -0.35  C6 1.406, H13 0.966
8 H -2.06 -2.74 -0.82  C1 1.060
9 H 0.06 -0.30 -1.18  C3 1.225
10 H -1.69 3.44 0.91  C5 1.075
11 H 1.56 0.06 1.41  C6 1.097
12 H 1.84 0.99 -0.07  C6 1.097
13 H 1.59 -1.81 0.06  O7 0.966

Calculated values
SMILES: C#CC(C#C)CO
largest force on an atom: 0.061 hartree/bohr
gap between HOMO and LUMO: 9.582 eV
net charge: 0
HOMO level: -8.91 eV
relative energy (zero: lowest compared OMol25 entry of this formula, charge and spin): 591.68 kJ/mol

These are the Mulliken partial charges, in e, on atoms 1 to 6: number 1, C, carries -0.317; number 2, C, carries -0.677; number 3, C, carries 0.548; number 4, C, carries -0.750; number 5, C, carries 0.266; number 6, C, carries -0.466

Molecular formula: C6H6O
Method: DFT, ωB97M-V/def2-TZVPD

Last columns: bonded neighbours and bond lengths (Å).
Positions of all 13 atoms, in Å:
1 C 0.26 2.32 -0.98  C2 1.204, H8 1.068
2 C 0.26 1.22 -0.49  C1 1.204, C3 1.473
3 C 0.17 -0.20 -0.12  C2 1.473, C4 1.470, C6 1.548, H9 1.096
4 C 1.39 -0.77 0.46  C3 1.470, C5 1.204
5 C 2.36 -1.30 0.93  C4 1.204, H10 1.068
6 C -1.06 -0.51 0.78  C3 1.548, O7 1.402, H11 1.099, H12 1.094
7 O -2.24 -0.01 0.22  C6 1.402, H13 0.967
8 H 0.28 3.28 -1.43  C1 1.068
9 H -0.03 -0.71 -1.07  C3 1.096
10 H 3.23 -1.78 1.34  C5 1.068
11 H -0.89 -0.14 1.80  C6 1.099
12 H -1.16 -1.60 0.83  C6 1.094
13 H -2.17 0.95 0.19  O7 0.967

Calculated values
SMILES: C#CC(C#C)CO
largest force on an atom: 0.011 hartree/bohr
gap between HOMO and LUMO: 10.913 eV
net charge: 0
HOMO level: -10.02 eV
relative energy (zero: lowest compared OMol25 entry of this formula, charge and spin): 379.00 kJ/mol

These are the Mulliken partial charges, in e, on atoms 1 to 6: number 1, C, carries 0.191; number 2, C, carries -1.008; number 3, C, carries 0.681; number 4, C, carries -0.851; number 5, C, carries 0.204; number 6, C, carries -0.710

Molecular formula: C6H6O
Method: DFT, ωB97M-V/def2-TZVPD

Last columns: bonded neighbours and bond lengths (Å).
Positions of all 13 atoms, in Å:
1 C -1.05 1.54 -1.37  C2 1.210, H8 1.055
2 C -0.36 0.73 -0.79  C1 1.210, C3 1.463
3 C -0.53 -0.69 -0.48  C2 1.463, C4 1.614, H9 1.098, H10 1.102
4 C 0.44 -1.11 0.75  C3 1.614, O5 1.409, C6 1.470, H11 1.091
5 O -0.23 -1.09 1.98  C4 1.409, H12 0.967
6 C 1.50 -0.10 0.67  C4 1.470, C7 1.232
7 C 1.51 0.99 0.09  C6 1.232, H13 1.061
8 H -1.73 2.18 -1.85  C1 1.055
9 H -1.58 -0.84 -0.21  C3 1.098
10 H -0.34 -1.23 -1.42  C3 1.102
11 H 0.77 -2.14 0.60  C4 1.091
12 H -0.29 -0.17 2.27  O5 0.967
13 H 1.89 1.92 -0.24  C7 1.061

Calculated values
SMILES: C#CC[C@H](O)C#C
largest force on an atom: 0.041 hartree/bohr
gap between HOMO and LUMO: 8.980 eV
net charge: 0
HOMO level: -8.88 eV
relative energy (zero: lowest compared OMol25 entry of this formula, charge and spin): 562.78 kJ/mol

These are the Mulliken partial charges, in e, on atoms 1 to 6: number 1, C, carries -0.126; number 2, C, carries -0.328; number 3, C, carries -0.523; number 4, C, carries 0.065; number 5, O, carries -0.563; number 6, C, carries -0.608